Record 1
21
Properties=species:S:1:pos:R:3 method="wB97M-V/def2-TZVPD" lumo_ev="-0.5 / -0.5" de_lowest_kj_mol=613.01 orbital_gap_ev="7.905 / 7.898" homo_ev="-8.3878 / -8.3871" max_force_ha_per_bohr=0.081
H -2.0312 -0.9547 0.6361
H -2.0666 0.5668 1.5329
C -1.9838 0.1283 0.5367
H 1.9678 0.7289 -1.5518
H -0.3001 2.3329 -1.1654
H -0.2219 2.5053 0.4479
H -2.8374 0.4663 -0.0547
H -0.1576 -1.1513 2.1399
H 1.7850 -1.0706 -1.6603
H 2.5668 -0.3641 -0.3036
N -0.2591 0.0073 -1.3164
C 1.7596 -0.1920 -1.0153
H -0.5980 -1.5160 -2.3333
O -0.7471 -1.2799 -1.4036
C 0.6584 0.2600 0.7514
C 0.6259 -1.1253 1.3807
N -0.7528 2.0597 -0.3001
H 0.4336 -1.9297 0.6758
C -0.6943 0.6223 -0.1082
O 1.2602 1.2143 1.2621
H 1.5924 -1.3087 1.8494

Record 2
39
Properties=species:S:1:pos:R:3 method="wB97M-V/def2-TZVPD" lumo_ev=-0.6 smiles="C=C[SiH2]Cl.CCOCC.CCOCC" orbital_gap_ev=7.616 homo_ev=-8.2367 max_force_ha_per_bohr=0.049
H -3.2752 -3.4154 -0.6078
C -2.3593 -5.4716 -4.2759
C 3.2315 4.7824 2.5352
C 0.1196 1.5050 -1.7817
H -1.0009 -4.4032 -0.7362
H 0.5591 2.4283 4.3046
H 3.7426 5.2116 1.6719
H -3.9357 -5.1001 -2.8364
O 3.0774 3.4004 2.2558
H -1.5648 0.6261 0.2082
H -3.2555 -3.0802 -2.3355
H 0.9875 4.1009 3.9500
C 4.0469 5.0656 3.7847
H -2.2073 2.6821 -0.8211
H 2.4028 1.6049 2.8757
C 2.4330 2.6277 3.2552
C 1.1363 1.0474 -0.9053
H 1.8034 1.7485 -0.3739
H 4.1643 6.1415 3.9235
H -1.5061 -6.1419 -4.4008
Cl -2.8037 0.2197 -2.4347
H 2.2518 5.2691 2.5876
H -3.4113 -6.7672 -2.9378
H -2.1094 -2.2607 -1.2781
H 5.0374 4.6137 3.7038
H -3.0529 -5.6279 -5.1041
O -2.2014 -5.6024 -1.8251
Si -1.6419 1.3578 -1.0754
C -1.6120 -4.3261 -1.6374
H 0.4083 3.0620 2.6525
H 1.1719 -0.0475 -0.7438
H -0.9231 -4.1035 -2.4596
C -2.6213 -3.2057 -1.4571
C -3.0523 -5.7370 -2.9502
H 3.5750 4.6623 4.6820
H -1.9850 -4.4491 -4.3435
C 1.0160 3.0825 3.5601
H 3.0402 2.6015 4.1658
H 0.3141 1.8982 -2.7954

Record 3
14
Properties=species:S:1:pos:R:3 method="wB97M-V/def2-TZVPD" lumo_ev=1.0 de_lowest_kj_mol=434.33 orbital_gap_ev=10.712 homo_ev=-9.7322 max_force_ha_per_bohr=0.068
H -1.4463 0.1750 -0.9711
N 2.1708 -0.8309 -0.5232
C -1.3336 0.4973 0.0770
H -2.1957 0.0593 0.5805
H 0.3132 0.4074 1.3267
H -1.2825 1.6225 0.1337
H 4.0445 -0.5992 -0.0669
C 0.7893 -0.2744 -0.6570
H -0.1910 -1.2062 0.8021
N 3.0838 -0.2264 0.0462
C -0.0963 -0.1784 0.5778
H 0.2371 -1.0418 -1.3310
H 0.9132 0.7103 -1.3379
O 2.8903 0.8743 0.5184

Record 4
187
Properties=species:S:1:pos:R:3 method="wB97M-V/def2-TZVPD" lumo_ev="2.1 / 2.1" multiplicity=2 de_lowest_kj_mol=186.10 orbital_gap_ev="1.052 / 8.620" total_charge=-1 s_squared=0.75 homo_ev="1.0287 / -6.5009" max_force_ha_per_bohr=0.079
H -2.0103 0.0680 -1.5337
C 0.4478 3.4819 -0.9582
H 1.4172 -0.4598 5.4000
H 2.8266 -0.8182 -3.9739
H 7.6847 1.6475 -2.6500
H -4.0384 0.7325 -2.6104
H -0.7737 4.8847 -5.8663
H -5.5857 -2.3282 5.6489
C 0.2151 4.5696 -3.9737
C 6.8854 -0.0949 -4.4818
C 6.2538 4.1038 -2.8244
H -2.6247 0.7533 2.1213
H 6.1978 2.6519 4.9214
H 0.5806 -3.3755 6.8967
H 7.8953 2.4441 0.8039
C 6.9517 2.8680 1.1474
H -0.6518 -2.7376 4.9521
H -4.9255 -1.2594 2.9155
H 0.6638 2.3489 -8.2888
H 0.4101 -0.1013 -6.9244
H 6.7395 0.3479 0.9768
H 0.6993 5.2481 -3.2714
H -7.6428 -3.8301 1.2897
H 4.1897 2.7891 1.6872
H -1.9728 2.2006 4.3119
H 4.0959 3.2365 -3.6873
C 6.1298 1.9667 2.0600
H -6.4926 -0.7647 0.8489
N 1.2444 3.6850 -4.4973
N 5.8568 0.7676 1.2312
C 2.5842 -0.9177 3.3576
O -5.2946 -0.2175 -0.6244
H -2.6489 3.8081 3.8936
H -4.7161 2.9229 -2.6402
H -6.9811 -5.8985 2.8831
C 6.6038 1.5528 -2.7539
H -0.7834 1.1641 -1.6491
H -1.5796 4.2367 -2.7811
H 2.1708 -3.4689 -0.7241
O 1.4678 -1.6930 3.7572
C -3.7746 -2.8394 3.7954
C 4.5333 -3.4126 -3.7215
C -4.8556 -4.7797 0.6104
H -0.5954 0.4179 -4.0771
H -3.6237 -3.0626 -1.1384
H 4.2050 -2.3716 0.2441
C -5.7462 -0.3444 -1.9216
H -2.7742 -2.6751 3.3952
H -4.2048 -3.6339 3.1856
C -3.7599 -4.1052 -1.4259
H -0.1875 4.2679 -0.5499
H 1.2096 -3.4557 5.4850
H 1.6170 3.4581 3.5084
C 3.7556 -4.2940 -1.8098
C 4.7460 2.5012 2.5792
H -3.3584 0.0679 4.0842
C 5.3997 3.3710 4.7364
H 7.1380 3.7510 1.7587
H -2.9577 -4.5519 -0.8386
C -1.8746 3.0747 3.6682
H 7.1140 0.7766 -5.0952
H 0.6976 2.3465 2.6955
C -0.0791 -2.0495 5.5739
N -5.6091 0.7516 -4.1100
N -3.8517 -0.5904 4.6702
O -2.0728 2.6811 2.3450
H -8.7540 -3.3946 4.0840
H -3.8517 1.6845 3.0121
H 4.7002 -4.7273 -1.4811
H 3.4277 -3.2824 1.5503
H 4.8666 -3.8981 0.7267
N -6.1296 -5.4889 2.5264
H -2.5972 -0.7524 0.4806
O -6.7926 -2.6039 3.9125
H 3.0890 -1.3316 2.4846
C -0.1886 2.3751 -7.6099
H -0.9786 1.8207 -8.1164
O 0.0442 1.8609 -6.3409
H -6.1718 -6.4261 0.6387
H 1.4933 3.1595 -3.6715
H -6.8274 -0.2224 -1.8564
H -6.6158 0.8277 -4.1363
N -0.3422 4.4477 5.1112
C 0.7038 -0.9724 4.7549
H 2.3755 -1.5493 -5.5248
H 2.2762 -5.8764 -0.6723
C -0.5107 3.8103 3.8005
N 1.0158 -2.7781 6.2084
N 2.6076 -5.3357 0.1138
H -1.1926 -0.4000 6.4612
O -4.9394 -4.5668 -0.7887
H 0.8720 2.9757 -5.1124
H 1.6364 1.1813 -4.3661
C -4.6210 -1.5795 3.9119
H -5.2751 -0.1845 -4.2894
H 3.7507 -3.8531 -4.3391
C -6.1741 -5.4294 1.0798
H 1.0739 -1.2345 -0.8138
H 0.0348 -0.4190 4.0959
H 0.8930 -0.9839 1.0296
H -6.3486 -2.0416 -0.3375
H 4.1260 1.7893 3.1241
C -5.8563 -1.8532 4.7059
H -6.4723 2.4680 -2.4398
C 3.0526 -4.0644 -0.4880
H -4.0549 -5.4739 0.8656
N 0.2129 -0.1837 -4.1469
N -1.0179 0.2109 -1.4116
H 5.6654 4.9554 -3.1660
H 3.3428 -5.0721 -2.4519
C 0.8622 0.7232 -6.3731
C 1.3098 0.3321 -4.9663
H 3.4975 -0.2529 -0.0257
H -3.6458 -3.2504 4.7967
C -0.7357 3.6380 -3.1241
C -8.0958 -2.6846 4.5848
H 0.5737 2.7674 -0.1448
H -5.4466 -1.3261 -2.2883
N 4.5802 2.5696 -3.1036
H 4.5869 2.9196 5.3053
H -1.0564 5.1615 5.0894
H 0.4251 5.9686 -5.6343
O 6.0960 0.3218 -3.3430
H 4.3696 1.6019 -3.3020
H -3.8272 -4.2986 -2.4965
H 7.7942 -0.6502 -4.2498
H -3.6487 1.7664 1.2605
H -1.4531 -1.6669 1.2872
C -0.3602 5.4833 -5.0547
H -4.9565 -1.7962 0.6367
H 0.7990 2.1797 4.4952
C 0.7129 2.8666 3.6533
H -1.0935 2.9031 -3.8452
C 2.8500 0.4291 -0.5769
H -1.7551 -2.0890 6.9474
H 7.2871 4.2485 -3.1398
H -0.5310 3.4096 -7.5828
H -6.3007 -0.8997 4.9914
H 5.4670 0.9009 0.3090
H -6.1901 -4.5741 2.9502
H -0.7872 0.7618 0.5261
H -4.6459 -3.8432 1.1272
H -3.3155 -1.0034 5.4198
C -0.9357 -1.4466 6.6250
H -8.4145 -5.2894 0.8737
O -0.1571 2.8344 -2.1240
O 3.9353 -3.1072 -2.5131
C -5.4338 2.2141 -2.2271
H 2.9373 0.1541 -1.6280
C 0.8175 -0.5806 0.0198
H -1.0748 6.2287 -4.7055
H 3.4131 1.3616 -0.6156
H -0.4554 -1.3062 7.5933
H 0.5743 -0.2879 -3.2096
C 3.9246 -3.3686 0.5840
H 5.5092 4.3697 5.1591
C 2.5240 -0.6060 -4.9993
H -1.7208 -2.0162 -0.4452
C -5.7899 -1.2620 0.1804
H -5.3935 2.3829 -1.1510
H 3.3866 -0.0546 -5.3735
H 3.4121 -5.8238 0.4807
C -7.4936 -4.7334 0.6982
H -8.6209 -1.7328 4.5044
H 6.2246 -0.7620 -5.0354
H 1.8781 0.9003 -6.7263
H 0.6000 4.8108 5.1356
C 5.9186 2.7796 -3.4013
C -3.1148 1.7229 2.2098
H 4.6768 -2.4950 -4.2921
H 5.3766 -4.1015 -3.6720
H 6.7032 1.7039 2.9490
O 5.0378 3.6543 3.3641
H 2.3960 0.1325 3.1347
H 6.0629 2.7263 -4.4803
C -5.1170 0.8208 -2.7407
H -8.1588 -2.8893 5.6535
H 6.3793 3.1965 0.2798
O 1.5842 0.5289 0.0549
H 6.2828 1.2440 -1.7591
H 6.3398 4.1507 -1.7388
H 1.4540 3.8806 -1.0876
C -0.6574 -0.1488 -0.0587
H -0.5387 4.6133 3.0639
H 3.3072 -0.8008 4.1649
H -7.4407 -4.3871 -0.3340
C -1.6334 -1.2302 0.3049

Record 5
11
Properties=species:S:1:pos:R:3 method="wB97M-V/def2-TZVPD" lumo_ev="-6.8 / -7.0" multiplicity=2 orbital_gap_ev="5.258 / 6.003" total_charge=+1 s_squared=0.75 homo_ev="-12.0472 / -12.9900" max_force_ha_per_bohr=0.120
F 20.0328 -12.4141 15.9722
C 18.6983 -12.1082 15.9796
Mg 19.1432 -11.3913 20.5467
O 17.1669 -13.5354 17.7860
S 17.7469 -12.1857 17.6530
O 16.6116 -11.2665 17.6051
Mg 18.6081 -6.8974 19.4512
F 18.6506 -10.8657 15.5691
F 18.1380 -12.9050 15.0716
Cl 19.1145 -9.1701 20.0550
O 18.7272 -11.7743 18.7031